Arrangement P

A cluster of 2 separate species, C5H14 in total. Source: the Open Molecules 2025 dataset; level of theory: ωB97M-V with the def2-TZVPD basis set.

Last column: Löwdin charge in e.
Cartesian coordinates (Å):
C -2.285 -0.486 0.645  -0.134
C -1.227 -1.527 0.899  -0.310
C 0.118 -0.978 1.435  -0.113
H -2.093 0.496 1.060  0.066
H -2.783 -0.614 -0.304  0.060
H -3.233 -0.713 1.200  0.074
H -1.103 -2.160 0.021  0.094
H -1.529 -2.224 1.690  0.092
H 0.149 0.106 1.444  0.041
H 0.920 -1.348 0.780  0.066
H 0.351 -1.465 2.379  0.062
C 1.245 1.863 -0.912  -0.154
C 1.934 0.892 -1.900  -0.166
H 2.050 2.458 -0.483  0.064
H 0.354 2.358 -1.254  0.060
H 0.870 1.230 -0.087  0.025
H 1.251 0.100 -2.204  0.056
H 2.904 0.488 -1.627  0.059
H 2.107 1.525 -2.783  0.058

Properties
orbital gap: 11.76 eV

Arrangement Q

A cluster of 2 separate species, C5H14 in total. Source: the Open Molecules 2025 dataset; level of theory: ωB97M-V with the def2-TZVPD basis set.

Last column: Löwdin charge in e.
Cartesian coordinates (Å):
C -0.860 1.320 2.258  -0.104
C 0.248 0.490 1.525  -0.306
C -0.100 -0.993 1.464  -0.148
H -1.334 1.994 1.551  0.061
H -0.419 1.854 3.093  0.061
H -1.625 0.633 2.620  0.060
H 0.274 0.886 0.512  0.077
H 1.205 0.629 2.021  0.093
H 0.703 -1.626 1.090  0.062
H -0.430 -1.392 2.425  0.068
H -0.979 -1.086 0.816  0.074
C 0.855 -0.812 -2.123  -0.161
C -0.094 0.055 -2.964  -0.164
H 0.753 -0.671 -1.044  0.018
H 0.585 -1.853 -2.289  0.066
H 1.895 -0.542 -2.295  0.065
H -1.123 -0.112 -2.652  0.059
H 0.057 -0.140 -4.022  0.058
H 0.115 1.118 -2.811  0.059

Properties
orbital gap: 12.55 eV

Arrangement R

A cluster of 2 separate species, C5H14 in total. Source: the Open Molecules 2025 dataset; level of theory: ωB97M-V with the def2-TZVPD basis set.

Last column: Löwdin charge in e.
Cartesian coordinates (Å):
C -0.235 0.620 2.502  -0.122
C 0.460 -0.393 1.597  -0.328
C -0.398 -1.627 1.316  -0.126
H -1.248 0.795 2.132  0.068
H 0.380 1.494 2.669  0.065
H -0.447 0.160 3.475  0.071
H 0.778 0.070 0.670  0.061
H 1.366 -0.751 2.096  0.100
H -0.011 -2.191 0.470  0.063
H -0.501 -2.226 2.219  0.069
H -1.418 -1.346 1.021  0.069
C 0.239 1.104 -3.248  -0.160
C 0.000 0.251 -2.001  -0.179
H -0.225 0.642 -4.107  0.056
H -0.222 2.080 -3.122  0.061
H 1.302 1.255 -3.417  0.060
H -0.011 0.833 -1.078  0.045
H 0.711 -0.562 -1.865  0.065
H -1.023 -0.129 -1.989  0.065

Properties
orbital gap: 12.41 eV

arrangement R is preferred energetically. Next in line: 9.1 kJ/mol higher.

Arrangement P

A cluster of 2 separate species, C5H14 in total. Source: the Open Molecules 2025 dataset; level of theory: ωB97M-V with the def2-TZVPD basis set.

Last column: Löwdin charge in e.
Cartesian coordinates (Å):
C 2.297 -0.138 0.818  -0.117
C 0.856 -0.432 1.283  -0.338
C 0.721 -0.472 2.787  -0.134
H 2.571 0.836 1.221  0.068
H 2.322 -0.085 -0.271  0.061
H 2.970 -0.925 1.154  0.069
H 0.227 0.349 0.844  0.082
H 0.498 -1.370 0.854  0.098
H 1.225 -1.344 3.210  0.071
H 1.197 0.402 3.242  0.070
H -0.313 -0.484 3.134  0.066
C -1.547 0.482 -1.569  -0.183
C -2.108 0.449 -2.995  -0.172
H -1.611 1.485 -1.146  0.063
H -2.083 -0.237 -0.951  0.063
H -0.496 0.192 -1.579  0.052
H -2.112 -0.588 -3.332  0.061
H -1.490 1.039 -3.671  0.060
H -3.124 0.840 -3.034  0.059

Properties
orbital gap: 12.51 eV

Arrangement Q

A cluster of 2 separate species, C5H14 in total. Source: the Open Molecules 2025 dataset; level of theory: ωB97M-V with the def2-TZVPD basis set.

Last column: Löwdin charge in e.
Cartesian coordinates (Å):
C -2.448 -1.647 1.261  -0.134
C -1.626 -0.755 0.344  -0.319
C -0.998 0.450 1.047  -0.124
H -2.719 -2.584 0.775  0.064
H -3.337 -1.142 1.638  0.071
H -1.880 -1.969 2.139  0.069
H -0.910 -1.321 -0.247  0.095
H -2.309 -0.375 -0.418  0.092
H -1.123 1.353 0.451  0.064
H -1.448 0.688 2.009  0.067
H 0.054 0.240 1.231  0.053
C 2.645 0.701 -1.997  -0.171
C 2.206 1.146 -0.611  -0.179
H 2.657 1.525 -2.715  0.061
H 3.661 0.294 -2.004  0.063
H 1.989 -0.090 -2.357  0.059
H 2.312 0.312 0.084  0.058
H 1.186 1.508 -0.571  0.044
H 2.889 1.873 -0.157  0.066

Properties
orbital gap: 12.36 eV

arrangement P is preferred energetically. Next in line: 16.9 kJ/mol higher.